Record 1
{"formula": "C26H52F3N5O6", "method": "wB97M-V/def2-TZVPD", "gap_ev": 8.085, "lumo_energy_ha": 0.0115, "smiles": "C=CCN(CCC(F)(F)F)[C@@](CCCCOC)(NCCC)[C@@H](O)O[C@@H](N)C[C@H]1CO1.CN(C)C=O.CN(C)C=O", "homo_ev": -7.8, "largest_force_ev_per_a": 5.5, "species": ["C", "C", "C", "N", "C", "C", "C", "F", "F", "F", "C", "C", "C", "C", "C", "O", "C", "N", "C", "C", "C", "C", "O", "O", "C", "N", "C", "C", "C", "O", "H", "H", "H", "H", "H", "H", "H", "H", "H", "H", "H", "H", "H", "H", "H", "H", "H", "H", "H", "H", "H", "H", "H", "H", "H", "H", "H", "H", "H", "H", "H", "H", "H", "H", "H", "H", "H", "H", "C", "N", "C", "C", "O", "H", "H", "H", "H", "H", "H", "H", "C", "N", "C", "C", "O", "H", "H", "H", "H", "H", "H", "H"], "coordinates": [[-2.9889, 2.9106, -0.6841], [-2.4258, 2.2050, -1.7745], [-1.2620, 1.0868, -1.6456], [-1.4493, 0.1421, -0.5520], [-2.1873, -1.0243, -1.0665], [-3.7802, -0.7657, -1.1715], [-4.6078, -2.0861, -0.8526], [-4.3158, -2.6136, 0.4238], [-5.9960, -1.8422, -0.8199], [-4.2862, -3.1164, -1.7591], [-0.3413, -0.1426, 0.3540], [0.6462, 1.0671, 0.7118], [0.9889, 1.3091, 2.2366], [1.9216, 0.2493, 2.9633], [3.4933, 0.4363, 2.6909], [4.0759, -0.8488, 2.3059], [4.0874, -1.7368, 3.4421], [-0.8049, -0.6712, 1.6659], [-2.1390, -0.2753, 2.1194], [-2.4755, 1.2717, 2.2074], [-2.4916, 1.8711, 3.7010], [0.5940, -1.3276, -0.2616], [0.8595, -1.1664, -1.6678], [1.8319, -1.4804, 0.4176], [2.7206, -2.4818, -0.0814], [2.1325, -3.7047, -0.6580], [3.8495, -1.9428, -1.1081], [3.7928, -0.2499, -1.0502], [4.8417, 0.5017, -2.1384], [3.2271, 0.4163, -2.2444], [-4.1086, 2.7663, -0.5016], [-2.4341, 3.5478, 0.0651], [-2.7941, 2.4838, -2.8215], [-1.3376, 0.5173, -2.6409], [-0.2873, 1.6553, -1.7076], [-1.7585, -1.5038, -2.0024], [-2.0982, -1.8331, -0.2562], [-4.0781, -0.3226, -2.1790], [-4.0012, 0.0203, -0.3695], [1.6448, 1.0293, 0.1511], [0.1906, 2.0646, 0.3634], [0.1060, 1.4916, 2.9207], [1.5765, 2.2988, 2.2625], [1.7924, 0.4382, 4.0900], [1.5712, -0.8292, 2.8280], [3.7331, 1.2468, 1.9352], [4.0020, 0.7407, 3.6645], [4.3718, -1.2175, 4.4162], [4.8247, -2.5736, 3.2562], [3.0607, -2.2277, 3.5623], [-0.6932, -1.6834, 1.7570], [-2.2674, -0.6868, 3.1850], [-3.0027, -0.7672, 1.5403], [-1.7799, 1.9473, 1.6111], [-3.5159, 1.4506, 1.7701], [-1.6606, 1.4347, 4.3319], [-3.5205, 1.8075, 4.1783], [-2.2523, 2.9879, 3.5979], [0.0152, -2.3132, -0.1279], [0.4068, -1.9174, -2.0945], [3.3340, -2.8424, 0.8170], [1.8744, -3.5756, -1.6429], [1.3344, -4.0557, -0.1207], [4.8960, -2.2225, -0.7993], [3.5963, -2.1483, -2.1874], [3.6597, 0.2520, 0.0095], [5.2151, 1.1198, -1.2124], [4.6847, 1.4444, -2.7352], [-4.4616, 7.4368, 1.3270], [-3.5312, 6.4756, 1.8829], [-3.7805, 5.9398, 3.2080], [-2.4304, 6.0581, 1.2024], [-1.6128, 5.2550, 1.6121], [-4.5047, 8.3118, 1.9803], [-5.4524, 6.9803, 1.2637], [-4.1490, 7.7506, 0.3305], [-2.9343, 6.1776, 3.8567], [-3.8768, 4.8533, 3.1440], [-4.6931, 6.3647, 3.6255], [-2.3347, 6.5245, 0.2089], [2.7458, -5.3580, -6.2435], [2.7866, -5.2877, -4.7971], [1.6491, -5.7689, -4.0374], [3.8603, -4.7839, -4.1264], [3.9547, -4.6982, -2.9179], [1.8975, -4.7723, -6.6065], [2.6253, -6.4007, -6.5479], [3.6643, -4.9632, -6.6789], [1.2507, -4.9524, -3.4303], [1.9747, -6.5716, -3.3719], [0.8730, -6.1398, -4.7067], [4.6680, -4.4471, -4.7959]], "atomic_forces_ev_per_a": [[0.077, -0.845, -1.103], [-0.184, 0.564, 1.374], [0.150, 2.376, -2.172], [-0.121, 0.245, -1.153], [-0.848, -1.703, 1.734], [0.393, 0.205, 0.363], [0.115, -0.024, 0.561], [-0.407, 0.931, -2.251], [2.682, -0.738, -0.552], [-1.075, 1.875, 1.541], [2.499, -1.134, 1.009], [-0.131, 1.834, -0.466], [0.838, 0.265, 0.480], [-0.076, 0.454, 1.040], [-0.638, -0.776, 0.697], [0.200, 0.803, 1.157], [-0.359, -0.721, 0.031], [-0.641, 0.060, -0.628], [-1.788, -0.136, 0.995], [-0.089, 0.780, 0.403], [0.228, 0.851, -0.878], [-0.276, -1.237, -0.073], [-0.860, -0.281, 0.760], [-1.011, 0.523, -0.418], [2.308, -1.825, -0.187], [-0.286, 1.021, 0.186], [-1.231, 3.299, 0.406], [-0.562, -1.446, -3.421], [-0.625, 1.015, 1.818], [1.134, -0.991, 5.271], [1.161, 1.695, -1.113], [-0.248, -2.115, -0.066], [-0.448, -1.676, 1.453], [0.247, 0.823, 1.263], [-0.659, -1.130, 0.523], [-0.558, 0.877, 0.755], [-0.104, 1.067, -1.117], [0.216, -0.828, 1.316], [0.055, -1.240, -1.086], [-1.546, -0.293, 0.557], [0.446, -1.428, 0.415], [0.788, -0.326, -1.231], [-0.825, -1.248, -0.114], [0.062, -0.205, -1.488], [0.679, 1.639, -0.237], [-0.320, -1.241, 0.541], [-0.593, -0.157, -1.151], [-0.341, -0.469, -1.232], [-0.718, 1.062, 0.022], [1.264, 0.686, 0.029], [-0.086, 0.477, -0.215], [0.313, 0.476, -1.425], [1.280, 0.594, 0.552], [-0.810, -1.264, 0.619], [1.383, -0.309, 0.474], [-1.160, 0.288, -0.536], [1.410, -0.273, -0.376], [-0.363, -1.451, 0.255], [0.558, 1.297, -0.215], [0.365, 0.614, 0.074], [-1.227, 0.815, -0.943], [0.220, -0.158, 0.639], [0.464, 0.162, -0.225], [-1.325, 0.026, -0.468], [0.519, -0.038, 1.262], [0.378, -0.904, -2.490], [-1.194, 0.296, -0.711], [1.292, -1.307, -0.658], [0.021, -0.141, 0.238], [0.471, -0.077, -0.480], [0.253, -0.163, -0.053], [-0.310, 0.190, 0.162], [-0.198, -0.024, 0.137], [-0.129, 0.056, -0.135], [-0.043, 0.175, -0.072], [0.038, -0.080, 0.091], [-0.111, -0.106, 0.082], [-0.007, 0.051, 0.165], [0.073, 0.013, -0.125], [-0.073, 0.054, -0.017], [-0.189, -0.072, 0.227], [0.514, 0.253, 0.071], [0.250, 0.045, 0.187], [-0.134, -0.104, -0.097], [-0.239, -0.118, -0.283], [0.071, -0.061, -0.184], [0.004, 0.081, -0.185], [-0.052, -0.016, 0.118], [-0.112, -0.152, 0.035], [-0.174, 0.061, 0.056], [0.119, 0.070, -0.010], [-0.031, -0.013, -0.104]], "mulliken_charge": [-0.46, -0.64, -0.56, 1.77, -1.49, -0.47, 0.68, -0.26, -0.28, -0.27, -0.38, -0.16, -0.91, -0.08, -0.94, -0.30, -0.69, 0.01, -0.41, 0.79, -1.41, -1.46, -0.48, 0.47, 0.33, -0.46, -0.61, 1.64, -1.35, -0.41, 0.23, 0.09, 0.32, 0.36, 0.55, 0.50, 0.34, 0.41, 0.01, -0.11, 0.69, -0.23, 0.57, 0.53, 0.01, 0.35, 0.47, 0.32, 0.23, 0.25, 0.51, 0.61, -0.24, -0.63, 0.38, 0.39, 0.38, 0.18, 0.11, 0.27, 0.22, -0.12, 0.33, 0.25, 0.21, -0.64, 0.18, 0.44, -0.94, 0.15, -0.83, 0.04, -0.60, 0.34, 0.34, 0.29, 0.30, 0.19, 0.38, 0.35, -0.93, 0.12, -0.71, 0.07, -0.54, 0.34, 0.34, 0.29, 0.03, 0.31, 0.39, 0.32]}

***

Record 2
{"formula": "C27H46Cl3DyO2P", "method": "wB97M-V/def2-TZVPD", "gap_ev": [4.694, 4.663], "charge": -1, "lumo_energy_ha": [0.0932, 0.0878], "multiplicity": 6, "homo_ev": [-2.2, -2.3], "s2": 9.795, "de_lowest_kj_mol": 428.6, "largest_force_ev_per_a": 5.0, "species": ["Dy", "P", "Cl", "C", "H", "H", "C", "C", "C", "H", "C", "H", "H", "C", "H", "H", "C", "H", "H", "C", "H", "H", "H", "H", "C", "C", "H", "C", "H", "H", "C", "H", "H", "C", "H", "H", "C", "H", "H", "H", "H", "C", "H", "C", "H", "H", "C", "H", "H", "C", "H", "H", "C", "H", "H", "H", "H", "C", "C", "H", "C", "H", "C", "H", "H", "C", "H", "H", "C", "H", "H", "H", "H", "Cl", "C", "Cl", "C", "O", "O", "H"], "coordinates": [[-2.3068, -1.9072, 2.4528], [0.4193, -0.3125, -0.4056], [-1.9568, -4.2242, 1.6554], [1.3284, 1.0420, 0.6459], [0.8016, 1.0027, 1.6742], [2.3496, 0.7823, 0.7413], [-1.3362, -0.7385, 0.0690], [1.4072, -1.6417, 0.2970], [-2.3024, -0.6565, -1.1487], [-1.3458, -1.8181, 0.2949], [-3.7410, -0.9684, -0.7150], [-2.2254, 0.3570, -1.6034], [-1.9467, -1.3929, -1.9014], [-4.2451, -0.0241, 0.4242], [-4.3809, -0.7870, -1.5857], [-3.8465, -2.0376, -0.4658], [-3.2137, 0.4534, 1.5327], [-4.6163, 0.8973, -0.0381], [-5.1266, -0.4679, 0.9247], [-1.7496, 0.0957, 1.3342], [-3.1838, 1.5251, 1.5827], [-3.6454, 0.0853, 2.5316], [-1.8643, 2.0854, 0.3556], [-1.0334, 0.8102, 1.7859], [0.8096, -0.0788, -2.1827], [2.8832, -1.4539, -0.0407], [1.2583, -1.5088, 1.3856], [3.6948, -2.4367, 0.8035], [3.0505, -1.5836, -1.1221], [3.2325, -0.4429, 0.1921], [3.1588, -3.8800, 0.7536], [4.7367, -2.4085, 0.4582], [3.6626, -2.0936, 1.8506], [1.6366, -4.0116, 0.8899], [3.4596, -4.3189, -0.2074], [3.6468, -4.4650, 1.5416], [0.9151, -3.0372, -0.0466], [1.3076, -5.0228, 0.6261], [1.3055, -3.8176, 1.9278], [1.0531, -3.2587, -1.1137], [-0.1543, -3.1498, 0.1443], [-0.0557, 0.9795, -2.9140], [1.8334, 0.3199, -2.0825], [0.5312, 1.3462, -4.2855], [-1.0719, 0.5805, -3.0289], [-0.1375, 1.9135, -2.3547], [0.7966, 0.1066, -5.1521], [-0.1957, 1.9878, -4.8014], [1.4524, 1.9342, -4.1359], [1.4252, -1.1014, -4.4348], [-0.1643, -0.2284, -5.5693], [1.4407, 0.4080, -5.9848], [0.8815, -1.3656, -3.0172], [1.2267, -2.0014, -5.0381], [2.5158, -0.9539, -4.3730], [-0.1212, -1.8233, -3.0762], [1.5408, -2.0996, -2.5376], [-2.3858, 3.0118, -0.1176], [1.4451, 2.1852, -0.1453], [-2.0864, 3.0508, -1.1771], [1.4416, 3.5568, 0.6073], [0.7270, 2.2494, -0.8987], [0.6263, 3.8913, 1.9249], [2.5053, 3.7524, 0.8621], [1.1108, 4.2769, -0.2124], [-0.9232, 4.0919, 2.0242], [0.9493, 3.2243, 2.7459], [1.0632, 4.8564, 2.2430], [-1.9056, 4.1300, 0.7571], [-1.2443, 3.4895, 2.8950], [-1.0682, 5.0949, 2.4871], [-2.9113, 4.4928, 1.1992], [-1.5478, 4.9087, 0.0173], [0.3813, 1.0510, 3.8705], [0.5307, -0.4998, 4.7747], [0.2907, -0.2653, 6.4905], [-0.4674, -1.4142, 4.1126], [-0.1757, -1.7946, 2.9162], [-1.6649, -1.6204, 4.5787], [1.5150, -0.9139, 4.5325]], "atomic_forces_ev_per_a": [[-3.288, 0.260, -0.634], [0.936, 0.861, 2.263], [0.004, -1.912, -0.670], [-2.223, -2.846, 1.316], [0.644, 0.100, -1.825], [0.676, -1.497, 1.333], [-0.371, 1.844, 0.247], [-0.167, -0.279, -0.574], [0.516, 0.386, 0.134], [0.458, -0.189, -0.136], [0.079, 0.556, 0.177], [-0.380, -0.667, 0.459], [-0.388, 0.362, 0.222], [0.213, 0.384, 0.282], [-0.078, -0.213, 0.119], [0.158, 0.271, 0.133], [-0.029, -0.820, -0.560], [0.095, -0.141, -0.145], [0.403, 0.041, -0.250], [0.158, -0.340, -0.730], [-0.869, 0.553, 0.274], [0.317, 0.246, -0.542], [-1.669, 0.780, -1.246], [-0.681, -0.606, -0.831], [0.086, 0.303, -0.275], [0.338, -0.293, 0.067], [0.057, 0.116, -0.467], [-0.091, -0.203, -0.017], [0.046, -0.266, 0.247], [-0.049, -0.390, -0.209], [0.160, -0.094, -0.126], [-0.078, -0.101, 0.284], [0.088, 0.029, -0.248], [-0.034, -0.051, -0.314], [-0.029, -0.024, 0.063], [0.032, -0.016, -0.142], [0.032, -0.358, 0.514], [0.195, -0.018, 0.258], [0.095, -0.011, -0.455], [0.260, -0.212, 0.323], [0.206, 0.006, -0.033], [0.049, 0.061, -0.173], [-0.193, 0.169, -0.045], [0.099, -0.401, 0.290], [0.319, 0.067, -0.233], [-0.063, -0.326, 0.130], [-0.265, -0.033, -0.022], [0.255, -0.009, 0.045], [-0.237, -0.223, -0.005], [0.042, 0.232, 0.143], [0.126, 0.127, -0.027], [-0.162, -0.196, -0.093], [-0.201, -0.127, -0.048], [0.316, 0.237, 0.109], [-0.250, -0.112, 0.024], [0.259, 0.092, -0.034], [-0.237, 0.206, -0.171], [3.971, -2.361, 1.327], [-0.443, 4.886, -0.750], [-0.748, 0.277, 0.180], [-0.106, -0.131, -1.237], [-1.373, 0.300, -1.046], [0.687, 0.289, -0.222], [-0.476, 0.474, 0.120], [0.646, -0.403, 1.123], [-0.262, 0.214, -0.014], [-0.173, 0.003, -0.505], [-0.113, -0.232, -0.155], [-1.325, 2.016, 0.106], [-0.498, -0.454, -0.906], [0.084, -0.319, -0.631], [1.422, 0.188, -0.409], [-0.284, -0.233, 1.251], [0.225, -0.204, 1.178], [0.241, 0.156, -0.629], [0.106, -0.125, 0.114], [-2.541, -0.808, -1.359], [2.152, 0.248, 3.088], [3.218, 0.559, 0.770], [-0.092, 0.346, 0.429]], "mulliken_spin": [5.76, 0.07, -0.02, 0.01, -0.01, 0.00, -0.19, -0.01, -0.06, 0.23, 0.05, 0.00, 0.00, -0.03, 0.00, -0.01, 0.10, 0.00, -0.01, 0.08, 0.02, 0.04, 0.00, -0.02, 0.00, 0.00, 0.01, 0.00, 0.00, 0.00, 0.00, 0.00, 0.00, 0.00, 0.00, 0.00, 0.01, 0.00, 0.00, 0.00, 0.00, 0.01, -0.01, 0.00, 0.00, -0.01, 0.00, 0.00, 0.00, 0.00, 0.00, 0.00, 0.00, 0.00, 0.00, 0.00, 0.00, -0.87, -0.06, -0.02, 0.02, 0.01, 0.00, 0.00, 0.00, -0.05, 0.00, 0.00, 0.04, -0.01, 0.00, -0.06, -0.01, 0.00, 0.01, 0.00, 0.03, 0.01, -0.05, 0.00]}

***

Record 3
{"formula": "C3H10NOS", "method": "wB97M-V/def2-TZVPD", "gap_ev": [9.031, 6.211], "lumo_energy_ha": [0.0308, -0.0729], "multiplicity": 2, "homo_ev": [-8.2, -8.2], "s2": 0.755, "de_lowest_kj_mol": 151.5, "largest_force_ev_per_a": 1.4, "species": ["C", "S", "C", "H", "H", "H", "H", "H", "H", "N", "C", "O", "H", "H", "H", "H"], "coordinates": [[1.1882, -0.9060, -2.1925], [-0.3614, -1.7740, -1.8971], [-0.6072, -1.4973, -0.1026], [2.0339, -1.5903, -2.1129], [1.3630, -0.1190, -1.4639], [1.2086, -0.5017, -3.1998], [-0.2824, -2.3864, 0.4232], [-0.0134, -0.6247, 0.1688], [-1.6605, -1.2781, 0.0265], [-0.8335, 0.9603, 2.1582], [-0.4423, 1.7911, 1.0150], [0.5014, 1.3732, 0.1900], [-0.1710, 0.1828, 2.1059], [-0.4813, 1.4304, 2.9905], [-1.3516, 2.1557, 0.4955], [-0.0905, 2.7838, 1.3951]], "atomic_forces_ev_per_a": [[0.694, -0.369, 0.171], [-0.290, 0.225, 0.069], [0.353, -0.003, -0.965], [-0.010, -0.080, 0.000], [-0.262, 0.170, -0.113], [-0.216, 0.122, -0.035], [-0.116, 0.016, 0.353], [-0.113, -0.330, 0.036], [-0.087, -0.124, 0.293], [1.361, -0.153, -0.071], [-0.665, 1.140, 0.541], [0.029, 0.015, 0.030], [-0.478, -0.304, 0.025], [-0.441, 0.084, 0.108], [0.058, -0.361, -0.351], [0.183, -0.049, -0.090]], "mulliken_spin": [0.00, 0.00, 0.01, 0.00, 0.00, 0.00, 0.00, 0.00, 0.00, 0.02, -0.02, 0.77, 0.00, 0.00, 0.09, 0.13]}

***

Record 4
{"formula": "C9H17NO3Si", "method": "wB97M-V/def2-TZVPD", "gap_ev": 8.722, "lumo_energy_ha": 0.0296, "smiles": "CO[Si](OC)(OC)[C@H](C)c1ccc[nH]1", "homo_ev": -7.9, "de_lowest_kj_mol": 0.0, "largest_force_ev_per_a": 3.6, "species": ["C", "O", "Si", "O", "C", "O", "C", "C", "C", "C", "C", "C", "C", "N", "H", "H", "H", "H", "H", "H", "H", "H", "H", "H", "H", "H", "H", "H", "H", "H", "H"], "coordinates": [[-1.6375, 1.0878, -2.8717], [-0.6937, 0.0519, -2.7027], [-0.0513, -0.4800, -1.3509], [-1.2388, -1.4674, -0.8089], [-1.3881, -2.3415, 0.3209], [1.2816, -1.3749, -1.4112], [2.6883, -1.1470, -1.6728], [0.1334, 1.0562, -0.2365], [1.5009, 1.7556, -0.1172], [-0.1448, 0.6197, 1.3019], [0.5619, -0.2385, 2.1209], [-0.1365, -0.2913, 3.3544], [-1.2312, 0.4893, 3.1966], [-1.2710, 0.9436, 1.9580], [-1.3780, 1.9525, -2.3018], [-2.6648, 0.7144, -2.5276], [-1.7224, 1.1763, -3.9258], [-0.8514, -3.2488, 0.1236], [-2.4197, -2.5672, 0.5037], [-0.8910, -1.8660, 1.1479], [3.1089, -1.0896, -0.6382], [2.8928, -0.1956, -2.1671], [3.1985, -1.9185, -2.2732], [-0.7321, 1.7036, -0.4496], [1.9486, 1.2114, 0.7570], [1.9395, 1.7692, -1.1426], [1.3017, 2.7705, 0.1123], [1.5173, -0.7196, 1.9534], [0.2298, -0.7513, 4.1747], [-1.9016, 0.8204, 3.9794], [-1.9494, 1.5749, 1.5932]], "atomic_forces_ev_per_a": [[-1.660, -2.296, 0.705], [0.381, 0.422, -1.543], [-0.800, -0.009, 2.285], [-0.529, -0.239, 0.300], [1.260, 0.919, -0.873], [1.469, -0.450, -1.203], [-0.319, 0.442, 1.537], [-0.887, -1.384, 3.153], [-0.814, -1.103, -1.114], [0.878, -0.962, -3.157], [0.374, 0.473, 0.111], [0.026, 1.047, -2.553], [-0.987, -0.649, 3.082], [-0.302, 1.458, -1.416], [0.165, 0.847, -0.127], [1.231, 0.540, -0.201], [-0.050, 0.952, -0.878], [0.192, -0.711, -0.174], [-0.566, 0.143, 0.028], [-0.281, -0.011, 0.726], [0.277, -0.141, -1.030], [-0.291, 0.049, -0.003], [-0.771, -0.079, 0.395], [0.509, 0.156, -0.167], [0.701, 0.877, -1.502], [0.643, -0.264, 1.095], [0.176, 1.092, 0.647], [-0.154, 0.100, -0.295], [0.697, -1.344, 2.617], [-0.244, -0.133, -0.366], [-0.323, 0.260, -0.080]], "mulliken_charge": [-0.54, -0.38, 0.68, -0.31, -0.40, -0.41, -0.61, 0.60, -1.45, -0.49, -0.27, -0.89, -0.68, 0.03, 0.27, 0.22, 0.26, 0.26, 0.23, 0.11, 0.25, 0.29, 0.24, 0.34, 0.33, 0.35, 0.36, 0.46, 0.55, 0.41, 0.19]}